Density functional theory data (ωB97M-V/def2-TZVPD) for a molecular structure, C6H6N2O2S2.

```
18
Properties=species:S:1:pos:R:3:nbo_charge:R:1
C -1.0198 0.1497 -0.5992 -0.2470
C -1.0782 1.2374 0.3712 -0.1694
C -0.0411 -0.7841 -0.6056 -0.1167
C -0.2006 1.3279 1.3594 -0.2255
C 0.9921 -0.8368 0.5687 -0.4751
C 1.0178 0.4831 1.3799 0.1078
N 1.5816 0.0565 2.7366 -0.0047
N 2.1133 1.4531 1.1125 -0.0070
O 0.9085 -0.7543 3.5166 -0.3614
O 2.4630 1.7113 -0.0580 -0.3457
S 2.5581 2.1996 2.4222 0.2796
S -0.6402 -1.2054 3.3973 0.1653
H -1.6488 0.2720 -1.4006 0.2126
H -1.9456 2.0909 0.3405 0.2324
H 0.0584 -1.5491 -1.3357 0.2145
H -0.2454 2.2026 2.0346 0.2361
H 0.8354 -1.7143 1.2860 0.2555
H 1.9830 -0.9636 0.1037 0.2485
```

Output
net charge = 0
orbital gap (alpha / beta) = 0.2738 / 0.2520 hartree
energy above the lowest of the compared OMol25 structures with the same formula, charge and spin = 685.5 kJ/mol
E_LUMO (alpha / beta) = -1.32 / -1.78 eV
E_HOMO (alpha / beta) = -8.8 / -8.6 eV